(P)
14
Properties=species:S:1:pos:R:3 method="wB97M-V/def2-TZVPD" gap_ha=0.3544 spin_multiplicity=1
C 0.30694 0.77919 -1.12143
C -0.62961 -0.89080 0.53806
H 0.79520 2.50337 -1.77885
H 0.27950 2.76438 -0.10969
H -0.12647 -0.93163 -2.33213
H -1.72828 -0.69700 -1.03714
H -0.30817 -2.29217 2.32687
H 1.71071 -0.55240 2.43698
N 0.34587 2.10702 -0.99064
N 0.29285 0.06503 -2.18115
N -1.41262 -1.41287 -0.36261
N -0.16711 -1.31556 1.76776
O -0.10841 0.33841 0.15515
O 0.74959 -0.46499 2.68882



(Q)
14
Properties=species:S:1:pos:R:3 method="wB97M-V/def2-TZVPD" smiles="[H]/N=C(/C(=O)O)N(N)N" gap_ha=0.3828 spin_multiplicity=1
N -0.76440 -0.29653 0.23095
C 1.49075 0.23461 -0.10757
C 0.13483 0.76054 0.31193
N 0.00803 -1.50327 -0.18082
N -2.00787 -0.11128 -0.33685
O 2.28567 -0.01601 0.94390
N -0.08610 1.96428 0.59999
O 1.88902 0.35312 -1.25095
H 3.19961 -0.12476 0.63549
H -2.71809 0.05724 0.37007
H -0.22724 -2.26154 0.45398
H -0.14845 -1.79128 -1.14534
H -1.98405 0.51312 -1.14618
H -1.07171 2.22176 0.62139



In kcal/mol, relative to the most stable structure: (P) 53.8; (Q) 0.0.